ORCA calculation (ωB97M-V with the def2-TZVPD basis set) on N5O15Pt as an isolated structure.

The HOMO energy (spin up / spin down) comes out at -3.083 / -3.041 eV. The LUMO energy (spin up / spin down) is 2.806 / 0.183 eV. As for the HOMO-LUMO gap (spin up / spin down): 5.89 / 3.22 eV.

```
! RIJCOSX wB97M-V def2-TZVPD def2/J DEFGRID3
* xyz -2 4
Pt -12.2582 -18.5564 13.7158
N -14.5000 -16.8196 12.6159
O -15.6373 -16.4691 12.5129
O -13.8642 -17.3525 11.6926
O -13.9361 -16.6886 13.7126
N -10.8422 -15.9950 12.4275
O -11.1481 -16.0880 11.1821
O -11.2961 -16.7918 13.2347
O -10.4532 -14.8520 12.8817
N -11.9820 -19.3642 10.4285
O -11.7870 -19.5308 11.7136
O -12.5891 -20.1499 9.6503
O -11.0200 -18.8683 9.8771
N -9.8827 -20.4075 15.0008
O -9.7460 -20.1840 16.2247
O -8.8477 -20.6000 14.3934
O -10.8630 -20.5313 14.3864
N -14.4700 -20.8612 14.8537
O -13.7513 -21.7182 15.2167
O -13.8981 -19.8408 14.3822
O -15.6945 -21.1224 14.9572
*
```